Computed, not measured: C25H26Cl4IrN6O2 as an isolated structure at a distorted geometry, with ωB97M-V with the def2-TZVPD basis set.

Properties
<S²>: 0.75
Highest occupied orbital energy (alpha / beta): -12.96 / -12.96 eV
Lowest unoccupied orbital energy (alpha / beta): -8.13 / -8.13 eV
Orbital gap (alpha / beta): 4.84 / 4.84 eV
Charge: +2
Multiplicity: 2
E_tot: -3391.07426 hartree

XYZ file:
```
64
Properties=species:S:1:pos:R:3:forces:R:3
N -2.818562 0.461617 1.412692 0.10 -0.14 -0.18
H -0.094185 -1.959223 0.670310 1.42 0.31 0.15
N -0.241793 -2.439950 -2.423288 0.02 -0.08 -0.42
N 1.315268 1.786138 0.467207 0.07 0.43 0.05
H 2.800927 4.718164 -0.141050 0.02 0.00 0.00
H 3.974578 -0.656027 -2.401725 -0.03 0.03 0.01
H -1.734146 -3.886522 1.937279 0.40 0.16 0.19
H -1.220471 -0.763444 -0.898705 0.74 0.18 -0.03
H -4.227437 2.852161 0.889041 0.00 0.00 -0.01
C 1.747234 2.865268 -0.201624 -0.05 0.09 0.11
C 5.384651 -0.691571 0.655162 0.01 -0.02 -0.03
H -3.327102 3.023898 2.400077 -0.03 -0.01 0.00
H -4.420902 -0.680421 2.078683 -0.05 0.02 0.02
C -4.042747 0.319147 2.280757 0.06 -0.16 0.05
H -2.600016 -2.636676 -0.523314 0.17 0.15 -0.40
H 0.732171 -1.218266 -5.312760 -0.01 0.04 0.01
H -4.581589 0.593875 4.335508 0.00 -0.02 0.00
N 1.611931 -0.357023 -1.190186 0.31 0.17 -0.27
H -0.843981 -4.744586 0.426154 -0.57 -0.25 -0.01
Cl -1.353372 -2.499770 0.143583 -3.52 -3.62 -1.36
H 1.498428 -1.653448 1.951090 0.19 0.03 0.27
Cl 6.908773 -0.709190 1.427631 0.00 0.00 0.00
C 1.229885 0.315379 2.368604 0.04 -0.07 -0.19
H -4.784090 1.033902 1.935799 0.02 0.02 -0.03
H -1.143290 2.756688 -0.025650 -0.07 -0.03 -0.07
H 4.314033 -0.692161 2.499851 0.00 0.02 0.00
C -3.673290 0.492392 3.743412 -0.03 -0.02 0.00
C -0.978144 -3.229209 -3.329460 -0.05 0.11 0.15
H 3.230716 4.550454 2.313408 -0.01 0.00 0.00
C -1.275566 -3.918133 0.963702 1.04 0.26 0.11
H -4.657795 -1.069449 -3.322841 -0.02 0.01 -0.02
C 1.609022 1.651866 1.775022 0.10 -0.13 -0.12
H -2.765890 3.839298 0.932497 -0.01 0.00 0.01
C 2.970590 -0.621046 0.848850 -0.03 -0.09 0.02
C 2.695971 3.767847 1.792104 0.02 -0.02 0.05
C -0.262625 -2.264961 -1.122400 0.70 2.98 1.08
C 4.016892 -0.680508 -1.323105 0.07 0.07 -0.04
C -2.115798 -0.586472 1.150083 0.71 1.95 -0.02
H -3.118115 -0.371332 4.106028 0.03 0.01 -0.02
O 2.055983 0.281897 -3.356047 0.09 -0.16 -0.14
Cl -2.643679 0.117042 -2.794948 -0.09 -0.01 -0.02
Cl 6.650492 -0.854342 -1.736035 0.01 0.00 -0.01
H 1.502688 2.908902 -1.255490 0.01 0.00 0.00
Ir 0.071026 0.423790 -0.425282 -1.43 -2.32 1.54
C -4.006588 -0.310890 -3.719236 0.00 0.01 -0.07
C -2.403255 1.750296 0.953106 -0.13 0.00 0.18
H -1.043626 -3.255466 -5.487821 0.00 -0.01 0.01
C 0.557410 -1.509388 -3.182635 0.09 -0.35 0.34
N 1.858376 -0.727995 1.748708 -0.12 0.14 -0.19
C -3.228325 2.934034 1.318832 0.04 0.04 -0.02
C 2.849692 -0.575259 -0.562169 0.01 0.42 -0.13
C -0.658873 -2.830208 -4.575872 0.02 -0.06 -0.11
H -4.146421 0.202566 -4.654071 -0.03 -0.01 0.00
H 2.463485 2.497858 3.530621 -0.01 0.01 0.01
H -1.624719 -4.008187 -2.961398 -0.03 -0.01 -0.04
C 4.230466 -0.651972 1.421886 -0.01 -0.20 -0.01
O 0.416332 0.204165 3.255274 -0.11 -0.01 -0.04
C 1.479144 -0.476245 -2.627694 -0.24 -0.17 0.06
C 5.266494 -0.745061 -0.734770 -0.01 -0.02 0.03
N -1.362324 1.796182 0.226285 0.16 0.33 -0.44
C 2.458749 3.867699 0.430877 -0.03 0.03 -0.06
H -3.057857 1.376305 3.909356 -0.03 0.02 0.01
C 2.264470 2.638299 2.477158 0.09 -0.02 -0.01
C 0.290700 -1.752728 -4.487059 -0.02 -0.03 0.05
```
Forces are in eV/Å.